Entry 1:
Molecular formula: C21H31O4Zn
Method: DFT, ωB97M-V/def2-TZVPD

The geometry in XYZ format:
```
57
Properties=species:S:1:pos:R:3:mulliken_charge:R:1
O 1.03 -0.25 -2.41 -0.226
C 1.18 0.93 -3.27 -0.359
C 1.55 0.14 -4.53 -0.958
H 1.95 1.63 -2.91 0.265
H 0.22 1.47 -3.42 0.153
C 1.18 -1.07 -3.62 1.667
H 2.62 0.15 -4.80 0.327
H 0.92 0.35 -5.40 0.268
C 2.30 -2.10 -3.55 -1.703
H 3.29 -1.62 -3.62 0.404
H 2.26 -2.78 -4.41 0.386
H 2.18 -2.72 -2.66 0.329
C -0.16 -1.68 -3.97 -1.611
H -0.91 -0.89 -4.12 0.310
H -0.50 -2.31 -3.14 0.334
H -0.20 -2.26 -4.89 0.438
Zn 0.54 -0.16 2.79 0.746
C -1.80 -1.41 4.14 -0.626
C -1.10 -0.18 4.27 -0.453
C -1.45 0.64 3.10 -0.524
H -0.66 0.18 5.21 0.547
C -2.40 -0.11 2.33 -0.807
C -2.56 -1.37 2.93 -0.640
H -3.15 -2.19 2.55 0.399
H -1.79 -2.25 4.86 0.370
H -1.26 1.72 2.97 0.764
H -2.95 0.26 1.48 0.380
C 1.80 -2.80 3.13 -0.683
C 0.55 -3.28 2.58 -0.711
C 0.16 -2.46 1.50 -0.649
H 0.06 -4.22 2.85 0.384
C 1.16 -1.41 1.35 -0.056
C 2.20 -1.65 2.40 -0.654
H 3.19 -1.19 2.45 0.498
H 2.42 -3.33 3.85 0.413
H -0.70 -2.57 0.84 0.493
H 1.19 -0.73 0.48 0.566
O -1.44 0.42 -0.93 -0.229
C -2.48 0.38 -1.89 0.040
C -2.84 1.83 -2.32 -0.629
H -3.31 -0.28 -1.52 0.284
H -2.07 -0.20 -2.74 -0.367
C -2.01 2.76 -1.37 -0.701
H -3.94 1.96 -2.35 0.342
H -2.41 1.93 -3.34 0.280
C -0.97 1.79 -0.81 0.381
H -2.53 3.12 -0.46 0.323
H -1.58 3.66 -1.87 0.310
H -0.74 1.98 0.25 -0.001
H -0.03 1.89 -1.38 -0.114
C 2.30 3.40 3.60 -1.253
C 1.60 2.27 2.93 1.034
O 1.67 1.19 3.65 -0.728
O 1.03 2.39 1.82 -0.652
H 1.64 3.86 4.33 0.256
H 2.58 4.12 2.85 0.334
H 3.17 3.02 4.15 0.312
```

HOMO-LUMO gap: 6.339 eV
total charge: -1
max |F|: 2.23 eV Å⁻¹
relative energy (zero: lowest compared OMol25 entry of this formula, charge and spin): 1.5 kcal/mol
2S+1: 1
E_HOMO: -0.1383 Ha

***

Entry 2:
Molecular formula: C21H32BIN10S4Zr
Method: DFT, ωB97M-V/def2-TZVPD

The geometry in XYZ format:
```
70
Properties=species:S:1:pos:R:3:mulliken_charge:R:1
Zr 0.79 -0.93 -0.17 0.557
C 0.00 -2.54 3.92 -1.641
C 0.57 -2.63 2.66 -0.261
N 0.36 -1.50 1.97 0.110
N -0.32 -0.65 2.79 0.454
C -0.55 -1.27 3.96 0.083
B -0.80 0.72 2.24 0.177
N 0.47 1.48 1.68 0.893
C 0.92 2.67 2.07 -0.110
C 2.13 2.92 1.43 -1.508
C 2.36 1.81 0.64 -0.498
N 1.34 0.94 0.79 -0.028
N -1.77 0.37 1.06 0.508
C -3.10 0.44 1.05 -0.074
C -3.58 -0.21 -0.08 -1.701
C -2.45 -0.67 -0.73 -0.820
N -1.34 -0.30 -0.05 1.078
N -1.45 1.63 3.22 0.181
C -1.33 1.80 4.57 -0.171
C -1.97 2.96 4.90 -0.911
C -2.45 3.47 3.68 -0.371
N -2.13 2.68 2.67 -0.958
H -0.01 -3.28 4.70 0.474
H 1.10 -3.46 2.21 0.481
H -1.12 -0.80 4.74 0.584
H 0.37 3.26 2.78 0.479
H 2.77 3.78 1.55 0.528
H 3.20 1.57 0.01 0.436
H -3.62 0.94 1.85 0.622
H -4.61 -0.35 -0.36 0.506
H -2.37 -1.27 -1.61 0.668
H -0.77 1.13 5.20 0.547
H -2.07 3.39 5.89 0.473
H -3.02 4.37 3.50 0.495
C 1.61 4.37 -3.32 -0.541
C 0.39 4.59 -2.40 -0.802
S 0.15 2.88 -1.79 0.215
C -1.46 2.23 -2.26 -0.508
C -1.30 0.99 -3.16 -1.417
S 0.03 -0.22 -2.82 0.479
C 1.35 0.20 -4.02 -1.189
C 2.18 1.47 -3.84 -0.258
S 1.08 2.87 -4.21 0.014
H 2.52 4.19 -2.75 0.339
H 1.79 5.17 -4.04 0.479
H -0.48 4.93 -2.95 0.378
H 0.57 5.25 -1.56 0.457
H -2.03 2.99 -2.79 0.580
H -1.99 1.99 -1.34 0.067
H -1.16 1.28 -4.20 0.700
H -2.23 0.43 -3.13 0.655
H 0.88 0.18 -5.00 0.664
H 2.01 -0.67 -3.99 0.477
H 3.00 1.47 -4.55 0.581
H 2.57 1.59 -2.83 -0.052
C -0.30 -7.21 -0.11 -1.070
N -0.57 -5.81 -0.44 -0.134
C 0.34 -4.85 -0.42 0.665
N 1.58 -5.13 -0.04 -0.196
S -0.17 -3.28 -0.96 -0.317
H -1.23 -7.76 -0.18 0.354
H 0.08 -7.31 0.91 0.361
H 0.41 -7.64 -0.82 0.383
H -1.49 -5.55 -0.74 0.265
H 1.86 -6.07 0.19 0.219
H 2.29 -4.41 -0.09 0.010
I 3.57 -1.96 0.35 0.096
C 2.65 -1.22 -1.44 -1.510
H 2.67 -2.03 -2.17 0.693
H 3.27 -0.40 -1.78 0.579
```

HOMO-LUMO gap (alpha / beta): 7.177 / 5.499 eV
total charge: +3
max |F|: 1.04 eV Å⁻¹
relative energy (zero: lowest compared OMol25 entry of this formula, charge and spin): 0.0 kcal/mol
2S+1: 2
E_HOMO (alpha / beta): -0.5902 / -0.5902 Ha

***

Entry 3:
Molecular formula: C21H32CaCsN3NaO5PS
Method: DFT, ωB97M-V/def2-TZVPD

The geometry in XYZ format:
```
66
Properties=species:S:1:pos:R:3:mulliken_charge:R:1
C 7.64 1.71 0.02 -1.543
C 6.26 2.35 0.28 -0.835
C 5.09 1.38 0.09 1.487
C 5.34 0.01 0.42 -1.041
C 4.35 -0.88 0.28 -0.620
C 3.06 -0.53 -0.16 0.072
N 2.14 -1.52 -0.29 -0.596
C 0.98 -1.08 -0.66 -0.479
C 0.68 0.29 -0.93 0.183
P -1.01 0.75 -1.42 0.153
C -2.22 -0.64 -1.08 -0.989
C -2.16 -1.27 0.42 -1.739
C -1.55 2.41 -0.68 -0.368
C -1.47 2.50 0.90 -0.598
N 1.58 1.25 -0.85 -0.179
C 2.81 0.81 -0.45 0.167
C 3.86 1.76 -0.33 -0.229
C 3.58 3.21 -0.70 -0.399
C 3.74 4.22 0.50 -1.131
C 2.32 4.50 1.13 0.303
O 2.10 3.66 2.24 -0.530
H 7.66 1.04 -0.88 0.346
H 7.94 1.16 0.97 0.439
H 8.37 2.55 -0.08 0.420
H 6.24 2.62 1.34 0.345
H 6.10 3.27 -0.28 0.409
H 6.30 -0.33 0.79 0.281
H 4.54 -1.93 0.50 0.497
H 0.18 -1.81 -0.79 0.527
H -3.31 -0.27 -1.25 0.586
H -2.07 -1.50 -1.79 0.497
H -1.55 -0.66 1.15 0.240
H -1.69 -2.25 0.40 0.292
H -3.20 -1.38 0.85 0.899
H -2.62 2.61 -0.98 0.400
H -0.87 3.16 -1.07 0.055
H -0.54 2.96 1.25 -0.004
H -2.32 3.12 1.23 0.352
H -1.57 1.55 1.43 0.136
H 4.33 3.48 -1.46 0.508
H 2.59 3.30 -1.21 0.115
H 4.08 5.18 0.07 0.341
H 4.49 3.92 1.23 0.567
H 2.27 5.56 1.42 0.414
H 1.52 4.34 0.36 -0.265
H 2.87 3.08 2.29 0.315
Cs -4.44 0.33 -0.25 1.109
C -4.60 -6.59 0.74 -1.110
C -4.83 -6.88 -0.74 -0.438
C -3.93 -6.05 -1.66 -0.349
C -4.18 -4.61 -1.47 0.186
N -4.39 -3.49 -1.32 -0.410
H -4.83 -5.55 0.99 0.323
H -5.24 -7.22 1.36 0.330
H -3.56 -6.78 1.02 0.302
H -5.88 -6.68 -0.97 0.305
H -4.65 -7.94 -0.93 0.313
H -4.13 -6.30 -2.70 0.305
H -2.88 -6.25 -1.45 0.273
O -9.87 -0.89 2.00 -0.443
S -10.15 0.19 1.04 1.294
O -10.68 1.37 1.72 -0.419
O -11.16 -0.29 0.10 -0.400
O -8.91 0.55 0.34 -0.479
Na 1.94 5.14 -1.58 0.953
Ca 9.54 0.31 -0.45 0.555
```

HOMO-LUMO gap: 0.724 eV
total charge: +2
max |F|: 11.85 eV Å⁻¹
2S+1: 1
E_HOMO: -0.3322 Ha

***

Entry 4:
Molecular formula: C21H32Cl2N5TeTm
Method: DFT, ωB97M-V/def2-TZVPD

The geometry in XYZ format:
```
62
Properties=species:S:1:pos:R:3:mulliken_charge:R:1
Tm 0.18 -0.65 -0.22 0.425
C -1.41 -2.82 1.17 -0.696
C -2.54 -1.80 0.72 -0.664
N -2.19 -0.91 -0.44 -0.089
C -2.63 -1.52 -1.75 -0.798
C -1.47 -1.53 -2.78 -0.655
N -0.12 -1.79 -2.19 -0.094
C 0.36 -3.20 -2.02 -0.475
C -0.15 -3.91 -0.76 -0.670
N -0.15 -2.95 0.38 -0.113
H -1.86 -3.81 1.25 0.374
H -1.16 -2.50 2.20 0.289
H -2.76 -1.23 1.63 0.297
H -3.46 -2.35 0.48 0.462
H -2.79 -0.05 -0.40 0.344
H -3.40 -0.92 -2.14 0.493
H -2.98 -2.57 -1.60 0.344
H -1.42 -0.48 -3.20 0.369
H -1.72 -2.28 -3.56 0.392
H 0.57 -1.33 -2.79 0.213
H 1.47 -3.16 -2.11 0.277
H 0.04 -3.77 -2.95 0.444
H 0.60 -4.66 -0.42 0.445
H -1.11 -4.45 -0.92 0.285
H 0.53 -3.33 1.05 0.420
C -2.87 3.93 2.21 -0.574
C -2.62 2.59 2.56 -0.756
C -1.86 1.80 1.72 1.120
C -1.21 2.37 0.59 -0.451
C -1.51 3.71 0.26 -0.535
C -2.39 4.46 1.02 -0.667
N -0.28 1.62 -0.14 0.751
N 0.48 2.39 -0.90 -0.531
C 1.47 1.83 -1.64 -0.029
C 2.24 2.76 -2.37 -0.130
C 3.17 2.33 -3.30 -0.913
C 3.27 0.98 -3.52 -0.826
C 2.58 0.04 -2.72 -0.439
C 1.68 0.42 -1.76 0.520
H -3.55 4.52 2.84 0.374
H -3.03 2.13 3.48 0.467
H -1.60 0.75 2.02 -0.232
H -0.99 4.13 -0.60 0.511
H -2.74 5.45 0.65 0.403
H 2.08 3.83 -2.19 0.471
H 3.83 3.01 -3.78 0.448
H 3.89 0.61 -4.32 0.478
H 2.78 -1.01 -2.94 0.374
Cl 4.31 0.76 0.08 -0.027
C 4.39 -0.94 0.23 -0.446
Cl 2.77 -1.79 0.88 -0.134
H 5.17 -1.31 0.95 0.423
H 4.61 -1.34 -0.78 0.311
C 1.71 1.61 2.82 -0.843
Te 1.00 -0.44 2.99 0.360
C -0.51 0.18 4.49 -1.002
H 1.44 2.14 3.74 0.423
H 1.25 2.11 1.94 0.120
H 2.79 1.61 2.67 0.389
H -0.86 1.21 4.25 0.262
H 0.03 0.08 5.50 0.355
H -1.34 -0.53 4.41 0.358
```

HOMO-LUMO gap (alpha / beta): 6.755 / 6.761 eV
total charge: +2
max |F|: 3.37 eV Å⁻¹
relative energy (zero: lowest compared OMol25 entry of this formula, charge and spin): 12.1 kcal/mol
2S+1: 3
E_HOMO (alpha / beta): -0.4973 / -0.4973 Ha

***

Entry 5:
Molecular formula: C21H32N4O3
Method: DFT, ωB97M-V/def2-TZVPD

The geometry in XYZ format:
```
60
Properties=species:S:1:pos:R:3:mulliken_charge:R:1
C 6.46 -3.67 0.89 -1.319
C 5.40 -2.75 1.49 -0.278
C 4.72 -1.87 0.45 -0.944
C 3.63 -0.98 1.04 -0.517
C 2.95 -0.09 0.00 -0.817
C 1.72 0.59 0.53 -0.505
C 1.16 1.67 0.01 -0.813
C -0.11 2.26 0.56 -0.137
C -0.97 2.90 -0.53 0.349
O -0.51 3.08 -1.66 -0.656
N -2.23 3.27 -0.20 0.297
C -3.05 4.00 -1.17 -0.776
C -4.43 3.37 -1.34 -1.115
C -4.35 1.91 -1.66 0.090
C -5.32 0.93 -1.04 -0.899
C -3.89 0.93 -0.59 1.366
C -3.07 -0.23 -1.07 -0.454
O -3.43 -1.39 -1.01 -0.676
N -1.83 0.09 -1.53 0.131
C -0.87 -0.94 -1.85 -1.167
C -0.38 -1.68 -0.65 0.814
N 0.45 -2.66 -0.63 -0.666
C 0.54 -2.95 0.71 0.920
C 1.40 -4.04 1.25 -1.084
N -0.19 -2.19 1.47 -0.733
O -0.82 -1.33 0.56 0.148
C -3.51 1.37 0.83 -0.627
C -2.92 2.79 0.99 -1.374
H 6.94 -4.28 1.64 0.385
H 6.01 -4.33 0.14 0.317
H 7.23 -3.09 0.38 0.317
H 4.65 -3.35 2.01 0.279
H 5.86 -2.11 2.25 0.350
H 5.47 -1.25 -0.05 0.508
H 4.27 -2.50 -0.33 0.330
H 2.88 -1.60 1.53 0.173
H 4.06 -0.35 1.83 0.399
H 3.66 0.64 -0.41 0.623
H 2.66 -0.74 -0.84 0.235
H 1.24 0.09 1.37 0.514
H 1.60 2.18 -0.83 0.380
H -0.67 1.50 1.10 0.078
H 0.11 3.06 1.28 0.533
H -3.14 5.04 -0.85 0.303
H -2.50 3.99 -2.11 0.441
H -5.03 3.52 -0.44 0.380
H -4.95 3.90 -2.14 0.434
H -4.02 1.67 -2.66 0.361
H -6.05 1.34 -0.35 0.254
H -5.66 0.09 -1.63 0.327
H -1.58 1.05 -1.72 0.327
H -1.30 -1.67 -2.53 0.380
H -0.01 -0.48 -2.34 0.399
H 1.37 -4.04 2.33 0.291
H 1.04 -5.00 0.88 0.394
H 2.42 -3.91 0.91 0.112
H -4.38 1.28 1.49 0.524
H -2.78 0.65 1.20 0.129
H -2.24 2.81 1.84 0.492
H -3.70 3.51 1.22 0.472
```

HOMO-LUMO gap: 10.006 eV
total charge: 0
SMILES string: CCCCC/C=C/CC(=O)N1CC[C@@H]2C[C@]2(C(=O)NCc2nc(C)no2)CC1
max |F|: 0.18 eV Å⁻¹
relative energy (zero: lowest compared OMol25 entry of this formula, charge and spin): 72.9 kcal/mol
2S+1: 1
E_HOMO: -0.3398 Ha

***

Entry 6:
Molecular formula: C21H32N9O3S
Method: DFT, ωB97M-V/def2-TZVPD

The geometry in XYZ format:
```
66
Properties=species:S:1:pos:R:3:mulliken_charge:R:1
O 2.18 -0.56 -1.94 -0.806
O -2.52 -0.16 -2.58 -0.686
N -0.40 -0.81 4.02 -0.405
N -0.44 -2.12 3.61 -0.751
O -0.30 -5.23 -0.33 -0.475
S -0.14 2.37 4.20 -0.104
C 1.12 -0.47 -1.33 0.139
C -2.33 0.78 -1.83 -0.307
C -1.06 -0.08 3.16 0.219
C -1.11 -2.16 2.50 0.397
C -0.91 3.82 3.58 -0.463
C -1.90 3.54 2.67 -0.691
C -2.06 2.11 2.45 -0.674
C 0.36 -4.49 -2.35 -0.811
C -0.55 -3.53 -1.78 0.032
C -1.17 1.37 3.19 0.548
C 0.47 -5.50 -1.44 0.371
C -0.92 -4.03 -0.56 0.240
C 3.96 2.30 0.08 0.723
N 3.97 1.17 -0.57 -0.169
N -1.55 -0.92 2.19 0.011
N -3.39 1.50 -1.46 -0.088
N -1.29 -3.31 1.76 -0.153
N 2.88 3.02 0.31 -0.156
N 0.08 0.12 -1.92 0.432
N 5.12 2.72 0.51 -0.363
C 1.09 -0.91 0.12 0.079
C 1.27 -6.75 -1.61 -1.221
C -3.50 2.73 -0.68 -0.385
C -1.88 -3.38 0.40 -0.338
C 1.47 2.67 0.04 -0.181
C 1.08 2.84 -1.43 -0.854
C -0.40 2.50 -1.73 -0.836
C -0.89 1.08 -1.34 1.171
H -0.65 4.82 3.91 0.481
H -2.52 4.30 2.20 0.432
H -2.81 1.68 1.81 0.683
H 0.86 -4.43 -3.31 0.405
H -0.91 -2.61 -2.24 0.675
H 4.82 0.66 -0.72 0.250
H 3.13 0.79 -1.00 -0.062
H -2.19 -0.68 1.45 0.221
H -4.25 1.16 -1.86 0.300
H -0.83 -4.14 2.12 0.280
H 3.02 3.89 0.80 0.286
H 0.12 0.10 -2.93 0.373
H 5.19 3.58 1.03 0.191
H 5.94 2.18 0.34 0.201
H 0.49 -0.25 0.73 -0.272
H 0.68 -1.92 0.17 -0.207
H 2.10 -0.95 0.52 0.386
H 2.05 -6.80 -0.84 0.296
H 0.63 -7.63 -1.51 0.310
H 1.75 -6.77 -2.59 0.323
H -3.54 3.59 -1.35 0.336
H -4.42 2.72 -0.09 0.327
H -2.66 2.85 0.00 -0.279
H -2.80 -3.98 0.44 0.357
H -2.15 -2.39 0.03 -0.079
H 0.82 3.31 0.65 0.294
H 1.29 1.65 0.37 0.001
H 1.72 2.22 -2.06 0.334
H 1.25 3.88 -1.72 0.474
H -1.00 3.26 -1.23 0.307
H -0.56 2.63 -2.80 0.372
H -0.92 1.00 -0.25 -0.445
```

HOMO-LUMO gap: 7.411 eV
total charge: +1
max |F|: 2.13 eV Å⁻¹
2S+1: 1
E_HOMO: -0.3691 Ha